No. 1
# C4H6FNO

A single C4H6FNO molecule (wB97M-V/def2-TZVPD, the OMol25 dataset).

```
! RIJCOSX wB97M-V def2-TZVPD def2/J DEFGRID3
* xyz 0 1
C -1.12570 -1.39159 0.38411
C -0.43878 -0.32364 0.11242
C -0.99609 1.04296 -0.26885
C 0.97547 -0.65716 0.00651
O 1.54485 -1.70414 -0.06733
N 1.74115 0.79879 -0.10087
F 3.09129 0.89025 -0.40054
H -2.23626 -1.47431 0.26714
H -0.70008 -2.31234 0.35261
H -0.17405 1.59943 -0.83393
H -1.88567 0.71885 -0.78719
H -1.32304 1.47411 0.64398
H 1.52693 1.33880 0.69194
*
```

Output
HOMO-LUMO gap: 0.356 Eh
SMILES string: C=C(C)C(=O)NF

The computed Mulliken charges, all in e, follow:
1 C -0.8182
2 C 0.5172
3 C -1.2522
4 C 0.5198
5 O -0.4773
6 N -0.2330
7 F -0.2136
8 H 0.2399
9 H 0.3712
10 H 0.4298
11 H 0.3716
12 H 0.3145
13 H 0.2303

No. 2
# C6H16P2

A molecular structure, C6H16P2 (wB97M-V/def2-TZVPD, the OMol25 dataset).

```
! RIJCOSX wB97M-V def2-TZVPD def2/J DEFGRID3
* xyz 0 1
C 1.10452 2.15253 -0.32439
C -3.62307 -0.67079 -0.31526
C 0.94890 -1.95409 0.77332
C 2.83964 -0.39173 -0.43304
C -1.28396 0.70465 0.41941
C 0.65377 0.83620 0.28235
P -1.75591 -0.72266 -0.58523
P 1.06077 -0.72359 -0.61559
H 1.10607 2.04627 -1.44954
H 0.49663 3.08747 -0.05915
H 2.16185 2.16376 -0.05552
H -4.19375 0.25036 -0.59196
H -3.73598 -0.91046 0.69785
H -3.98760 -1.49908 -0.82645
H 1.93333 -2.25106 1.19397
H 0.29543 -2.81214 0.32642
H 0.30440 -1.55985 1.66379
H 3.23195 -0.41069 0.61731
H 3.08374 0.64645 -0.90717
H 3.37478 -1.14718 -0.97168
H -1.47146 0.79350 1.53991
H -1.75086 1.68955 0.10814
H 0.87853 0.72488 1.32804
H -1.67171 -0.04229 -1.81549
*
```

Output
HOMO-LUMO gap: 0.338 Eh

The computed Mulliken charges, all in e, follow:
1 C -1.3958
2 C -1.0839
3 C -1.0571
4 C -1.1245
5 C -0.8311
6 C -0.0244
7 P 0.0651
8 P 0.1241
9 H 0.3234
10 H 0.3397
11 H 0.3849
12 H 0.3186
13 H 0.3319
14 H 0.3984
15 H 0.3776
16 H 0.3202
17 H 0.2635
18 H 0.3465
19 H 0.2940
20 H 0.3981
21 H 0.3982
22 H 0.3881
23 H 0.4476
24 H -0.0031

No. 3
# C55H55As3BrMgN4

A molecular structure, C55H55As3BrMgN4 (wB97M-V/def2-TZVPD, the OMol25 dataset).

```
! RIJCOSX wB97M-V def2-TZVPD def2/J DEFGRID3
* xyz -1 1
Mg 1.30530 -0.33585 -0.89155
C -7.02909 0.78878 3.01151
C -6.00581 1.64716 3.27006
C -4.67394 1.28992 3.00834
C -4.43423 0.03076 2.42970
C -5.51219 -0.84339 2.20875
C -6.81670 -0.49752 2.51369
C -3.03217 -0.28640 2.01332
C -2.51316 -1.54236 1.93022
C -2.92853 -2.76241 2.54700
C -1.95753 -3.65463 2.45108
C -0.91332 -3.06762 1.61456
N -1.22243 -1.73568 1.46549
C 0.12725 -3.79177 0.97841
C 0.60376 -3.51394 -0.33199
C 1.19932 -4.52750 -1.20697
C 1.37311 -3.91046 -2.43720
C 0.82294 -2.61699 -2.36752
C 0.49564 -1.77214 -3.45923
C 1.02720 -2.05495 -4.80909
C 1.92385 -1.13640 -5.34473
C 2.55368 -1.36343 -6.55581
C 2.32894 -2.58292 -7.25701
C 1.45763 -3.50077 -6.68602
C 0.81326 -3.27024 -5.47778
C -0.22550 -0.54990 -3.26702
N -0.37957 -0.03670 -2.00397
C -1.48821 0.68393 -1.94138
C -2.10420 0.69951 -0.57640
C -3.59598 0.54362 -0.64700
C -4.02277 -0.62779 -1.18557
C -5.35996 -0.86249 -1.42403
C -6.27977 0.15075 -1.16073
C -5.86156 1.36805 -0.60209
C -4.50661 1.54851 -0.32908
C -1.21376 0.25466 0.50703
C -0.29254 -0.49538 1.38147
C -0.63478 0.46561 2.45781
C -1.94267 0.70812 1.71154
N -1.65053 1.66821 0.53714
C -2.07403 0.71817 -3.24381
C -1.23497 -0.02151 -4.10372
N 0.50944 -2.35879 -1.01902
C 0.27620 -5.16044 1.59767
C -0.18318 -6.31965 0.99905
C -0.09004 -7.50623 1.75552
C 0.38345 -7.52957 3.06624
C 0.79960 -6.32142 3.61790
C 0.77739 -5.17949 2.89730
H -8.07671 1.07487 3.18793
H -6.16496 2.68927 3.64333
H -3.82390 1.98470 3.16496
H -5.32321 -1.78363 1.74212
H -7.58165 -1.23999 2.33504
H -3.80920 -2.92288 3.09105
H -1.85861 -4.59298 2.95179
H 1.37217 -5.56729 -1.05528
H 1.78065 -4.35524 -3.31227
H 2.17204 -0.24949 -4.75880
H 3.26730 -0.64975 -6.94962
H 2.76382 -2.69271 -8.21648
H 1.23695 -4.41826 -7.20992
H 0.17358 -4.08567 -5.06681
H -3.27150 -1.38990 -1.45684
H -5.70535 -1.82777 -1.81738
H -7.34506 0.02465 -1.41158
H -6.56954 2.12551 -0.48977
H -4.05774 2.40294 0.16790
H 0.70851 -0.96779 1.12811
H -0.69215 0.02812 3.46402
H -3.04842 1.07542 -3.46795
H -1.38419 -0.32531 -5.11353
H -0.61325 -6.25544 0.04256
H -0.38795 -8.40344 1.25184
H 0.50502 -8.48197 3.56064
H 1.31781 -6.39209 4.56676
H 1.00947 -4.23027 3.36662
C 4.80513 0.87066 1.72224
As 2.83025 0.83295 1.72379
C 2.69770 -0.31210 3.27814
C 2.26965 2.45646 2.60042
C 2.23647 3.79126 1.85324
C 1.82969 4.82859 2.88575
C 1.20460 3.81668 0.69169
As 1.36250 2.60943 -0.85247
C 2.97306 2.93613 -1.98143
C 0.03463 3.54888 -1.87330
C 3.69371 4.13037 1.40474
As 4.09595 6.04672 0.96265
C 6.01378 5.72930 0.67257
C 3.57215 6.11267 -0.96864
H 5.25738 1.32587 2.60048
H 5.16948 1.32688 0.83200
H 5.14109 -0.17096 1.62888
H 3.23336 0.15824 4.10920
H 3.17374 -1.23717 2.99369
H 1.64460 -0.47876 3.45578
H 2.95609 2.64305 3.42816
H 1.27234 2.12937 2.99019
H 0.96052 4.55037 3.45525
H 1.67980 5.81798 2.50772
H 2.64765 4.83281 3.64425
H 0.99807 4.83423 0.36009
H 0.29771 3.42333 1.13217
H 2.95720 3.86681 -2.49046
H 3.02495 2.15427 -2.78221
H 3.89899 2.89641 -1.39592
H 0.29646 4.56949 -2.00213
H -0.98705 3.42852 -1.38331
H 0.09950 3.02661 -2.84984
H 4.05544 3.53946 0.54440
H 4.30694 3.96132 2.31974
H 6.53419 5.68741 1.60028
H 6.43251 6.56852 0.10557
H 6.15554 4.83771 0.08383
H 2.68953 5.54848 -1.18368
H 4.31901 5.64058 -1.65684
H 3.38386 7.12988 -1.24975
Br 3.58965 -0.81129 -1.89742
*
```

Output
HOMO-LUMO gap (alpha / beta): 0.189 / 0.189 Eh

These are the Mulliken partial charges, in e, on atoms 1 to 99:
1 Mg 1.1052
2 C -0.3554
3 C -0.7780
4 C -0.1600
5 C 0.3981
6 C -0.5689
7 C -1.0707
8 C 0.5141
9 C 0.4119
10 C -1.5842
11 C -1.9701
12 C 0.6522
13 N 1.1993
14 C 1.0523
15 C -0.1922
16 C -1.8319
17 C -1.1936
18 C 0.0550
19 C 1.7728
20 C -0.6384
21 C -0.2942
22 C -0.7122
23 C -0.5089
24 C -0.6660
25 C -0.1991
26 C -0.8059
27 N 1.3931
28 C -0.1578
29 C 0.5681
30 C -0.0355
31 C 0.1655
32 C -0.9651
33 C -0.5258
34 C -1.1818
35 C 0.7700
36 C -0.5996
37 C 0.1271
38 C -2.2456
39 C 0.3266
40 N -0.6676
41 C -1.7492
42 C -1.3762
43 N 0.6501
44 C -0.3467
45 C -0.4249
46 C -0.7510
47 C -0.5446
48 C -0.6827
49 C -0.0575
50 H 0.3350
51 H 0.3124
52 H 0.4514
53 H 0.5670
54 H 0.4165
55 H 0.8582
56 H 0.4647
57 H 0.6917
58 H 0.8131
59 H 0.3369
60 H 0.3762
61 H 0.4278
62 H 0.3549
63 H 0.4620
64 H 0.3210
65 H 0.3647
66 H 0.3271
67 H 0.5466
68 H 0.3830
69 H 0.4427
70 H 0.3276
71 H 0.6756
72 H 0.6632
73 H 0.7045
74 H 0.3824
75 H 0.4019
76 H 0.3399
77 H 0.4655
78 C -1.2890
79 As 1.1555
80 C -1.4021
81 C -1.9771
82 C 2.6244
83 C -2.4390
84 C -1.9848
85 As 1.2209
86 C -0.9981
87 C -1.5134
88 C -0.9866
89 As 0.2385
90 C -1.2630
91 C -0.6152
92 H 0.3954
93 H 0.3081
94 H 0.4389
95 H 0.4577
96 H 0.4604
97 H 0.2629
98 H 0.7854
99 H 0.2676

No. 4
# C3H3N3O

2 unconnected molecules or ions with the total composition C3H3N3O (wB97M-V/def2-TZVPD, the OMol25 dataset).

```
! RIJCOSX wB97M-V def2-TZVPD def2/J DEFGRID3
* xyz 0 1
N 2.06289 -0.03052 0.16926
C 0.89345 -0.33331 0.05736
C -0.27184 -0.95505 -0.02916
C -1.66342 -0.62300 0.29290
O -2.11645 0.41638 0.71659
H 2.59742 0.17202 -0.66773
H -0.08097 -1.98115 -0.32342
H -2.31738 -1.50593 0.13531
N 0.88478 2.59491 -0.51640
N 0.05875 2.26721 0.13427
*
```

Output
HOMO-LUMO gap: 0.368 Eh
SMILES string: N=C=CC=O.N#N

The computed Mulliken charges, all in e, follow:
1 N -0.4597
2 C 0.4402
3 C -0.4696
4 C 0.0896
5 O -0.4868
6 H 0.3095
7 H 0.2962
8 H 0.2835
9 N -0.1385
10 N 0.1356

No. 5
# C16H10Cl7IN5O6Ru

A molecular structure, C16H10Cl7IN5O6Ru (wB97M-V/def2-TZVPD, the OMol25 dataset).

```
! RIJCOSX wB97M-V def2-TZVPD def2/J DEFGRID3
* xyz 1 1
Ru -0.12554 0.24125 0.02683
N -1.16086 1.02308 1.59266
N -1.92722 0.03490 2.23866
C -1.54654 -1.25788 2.09893
N -2.22219 -2.18547 2.74819
N -0.49885 -1.40392 1.29194
N 0.05435 -2.66482 1.05320
O -0.47355 -3.64184 1.55305
O 0.91815 -2.67497 0.22443
H -0.55734 1.48260 2.27946
H -1.79353 1.66670 1.10895
H -2.71735 0.32708 2.79044
H -2.98508 -1.94238 3.35699
H -1.91580 -3.14464 2.65436
Cl 0.92857 0.21637 3.55029
C 2.07598 0.24561 2.24216
C 1.68846 0.22361 0.89476
C 2.71794 0.22436 -0.04101
Cl 2.21551 0.06966 -1.67336
C 4.06360 0.29858 0.28204
Cl 5.24976 0.30466 -0.94672
C 4.41568 0.35649 1.62763
Cl 6.05831 0.45343 2.07218
C 3.41904 0.32781 2.60941
Cl 3.87508 0.39625 4.26021
Cl -2.65764 2.48377 -3.45161
C -1.45340 3.13593 -2.36127
Cl -2.01251 4.61508 -1.54358
C -1.11061 2.16358 -1.25594
O -1.96858 1.37623 -0.78835
O 0.08322 2.11669 -0.80443
H -0.55860 3.38631 -2.92108
I -3.88034 -5.10452 -6.07258
C -2.95344 -3.74198 -4.81270
C -2.79729 -4.04923 -3.46571
C -2.18260 -3.13775 -2.62593
C -1.71739 -1.92812 -3.13454
C -1.87093 -1.62925 -4.48513
C -2.49342 -2.53412 -5.32566
C -1.04765 -0.94010 -2.27880
O -0.43219 0.03123 -2.68651
O -1.15200 -1.14048 -0.96222
H -3.15128 -4.99430 -3.07879
H -2.05491 -3.37062 -1.57769
H -1.50163 -0.68641 -4.86581
H -2.61917 -2.30504 -6.37444
*
```

Output
HOMO-LUMO gap (alpha / beta): 0.202 / 0.202 Eh

The computed Mulliken charges, all in e, follow:
1 Ru -0.0630
2 N -0.5868
3 N -0.1915
4 C 0.6366
5 N -0.3344
6 N 0.3656
7 N 0.7237
8 O -0.7843
9 O -0.5403
10 H 0.3560
11 H 0.5307
12 H 0.1675
13 H 0.1669
14 H 0.2137
15 Cl -0.1876
16 C 1.2140
17 C -0.8438
18 C 1.4481
19 Cl -0.1130
20 C -0.3770
21 Cl -0.1537
22 C 0.6862
23 Cl -0.1404
24 C -0.4109
25 Cl -0.1701
26 Cl -0.1106
27 C 0.2896
28 Cl -0.1456
29 C 0.5960
30 O -0.6838
31 O -0.5503
32 H 0.3227
33 I 0.1484
34 C -0.0271
35 C -0.6426
36 C -0.2358
37 C 0.2476
38 C -0.5193
39 C -0.6483
40 C 0.8758
41 O -0.5993
42 O -0.5798
43 H 0.3915
44 H 0.4173
45 H 0.4569
46 H 0.3846

The calculation returns the following energy above the lowest of the compared OMol25 structures with the same formula, charge and spin values, one per record and in order: 3.826, 2.557, 1.023, 1.296, 0.481 eV.
The calculation returns the following max |F| values, one per record and in order: 0.092, 0.099, 0.056, 0.039, 0.031 hartree/bohr.